1.
An isolated molecule of C7H18OSi2 in a non-equilibrium geometry. Source: the OMol25 dataset; level of theory: ωB97M-V/def2-TZVPD.

XYZ file:
```
28
Properties=species:S:1:pos:R:3:forces:R:3
H -0.993544 -0.408545 3.433511 -0.25 -0.06 -0.03
C -0.748736 0.389858 2.737702 0.13 -0.57 -0.49
H -0.539804 -1.015734 -2.219648 -0.28 -0.80 0.22
H -3.325884 0.316164 1.240727 0.65 0.02 -0.07
H -1.343345 1.269268 2.946749 -0.12 0.28 0.20
O 0.421761 1.150280 0.599851 -1.49 -1.19 -1.90
H -2.709296 1.554459 0.117010 0.03 -0.26 0.14
H 0.190417 -3.475563 1.653322 0.32 -0.43 0.15
H 2.586482 2.383571 -1.027924 0.88 0.18 0.58
H 2.835215 -0.577137 -1.596586 0.20 0.12 -0.20
H 1.034772 3.026081 -1.589554 0.39 -0.24 0.03
C -0.295955 0.017055 -2.335202 -1.32 1.00 1.08
H -1.229581 0.591735 -2.319027 -0.12 -0.18 -0.34
C 0.300060 -2.426847 1.458125 0.35 -0.02 0.81
H 0.136424 0.123373 -3.319834 0.53 0.33 -0.05
C 1.709432 2.148072 -1.572414 -1.74 0.02 -1.57
H -2.923965 -0.092119 -0.397215 -0.56 -0.58 -1.08
Si 0.798014 0.649485 -0.932525 4.06 1.39 -2.44
H -1.497243 -2.247277 0.378297 0.08 -0.64 -0.38
C -2.610804 0.500675 0.421662 0.73 0.70 -0.07
H 1.630517 -1.638790 -0.859740 0.26 -0.05 -0.02
C -0.589426 -1.791404 0.745329 -0.98 1.29 -1.04
H 0.300660 0.640805 2.869496 0.14 0.12 0.38
Si -0.804516 0.055664 0.850676 -2.39 0.56 5.34
H 1.949191 1.914185 -2.627107 0.21 0.31 0.38
H 1.041018 -1.832054 1.990304 0.31 -0.50 -0.17
C 2.100115 -0.654288 -0.806853 -0.40 -0.74 0.33
H 2.578018 -0.570971 0.160868 0.38 -0.05 0.20
```
Forces are in eV/Å.

Calculated values
Energy relative to the best compared isomer or geometry (same formula, charge and spin)   115.74 kJ/mol
Total charge   0
E_HOMO   -9.423 eV
Strongest force on any atom   5.9 eV Å⁻¹
2S+1   1
Calculated total energy   -931.78615 a.u.

Atom charges from the Mulliken analysis, given in e for atoms 1 to 5:
1. H 0.38
2. C -1.32
3. H 0.38
4. H 0.32
5. H 0.32

=====

2.
A structure of composition C24H66Cs2N6O10S in a non-equilibrium geometry. Source: the OMol25 dataset; level of theory: ωB97M-V/def2-TZVPD.

XYZ file:
```
109
Properties=species:S:1:pos:R:3:forces:R:3
N -3.379369 -1.062615 3.120404 -0.61 -0.04 -1.13
N -0.443526 2.410335 -1.769757 0.56 0.94 1.05
H 3.182119 5.839405 1.806626 0.21 0.01 0.24
H 2.893030 -1.095299 -1.662143 -0.05 0.19 0.05
H -4.248264 0.413694 -3.293123 -0.13 0.36 -0.31
H 5.127684 -3.018999 -1.179366 -0.09 -0.89 0.34
H -2.527126 0.817545 -2.909583 -0.36 0.14 0.34
C -3.621744 -2.475323 2.766008 0.32 -0.40 1.53
Cs -1.508717 2.342102 3.012411 0.15 -0.01 -0.07
C -4.660674 -2.998172 3.776457 -0.53 0.71 -0.96
C 0.254911 3.866904 -3.612784 -0.92 -1.25 -0.71
H -2.481720 2.860591 -4.742839 0.20 0.07 -0.49
C -4.832200 -3.990382 -0.421127 -1.07 -1.18 -0.47
C 2.036171 0.683359 6.492513 -0.59 1.17 0.37
H 0.956379 0.851222 -5.177855 0.02 0.12 -0.15
O -1.178946 0.045977 1.555485 -0.48 0.08 0.12
C 3.345218 -5.114510 -1.115936 1.74 -0.35 0.96
H 4.316084 4.527526 2.270645 -0.37 -0.14 0.43
H -0.196862 1.790001 -3.677955 0.49 -0.21 -0.15
H 0.270602 4.626963 -2.839099 0.28 0.17 -0.20
H 1.876330 -0.231015 -4.160385 0.23 -0.07 0.11
H 1.792683 1.161324 -2.182736 0.08 -0.32 -0.18
H -3.199126 -1.389523 -1.646785 -0.36 -0.09 -0.26
H -5.288318 -4.981189 -0.510309 -0.03 0.05 -0.21
H -0.873022 -1.691072 5.436623 -0.31 0.18 -0.45
C -4.098254 -2.605617 1.338183 -1.31 0.34 -1.22
C 0.782665 -3.025897 5.480615 -0.78 1.24 1.15
H 0.950066 3.975085 -4.447446 0.51 0.27 0.45
C 3.763640 -1.422542 -1.084074 1.10 -1.26 0.45
H 5.286990 -0.754963 -2.506523 -0.16 -0.08 -0.10
H 1.433026 3.964092 -0.191167 0.25 -0.52 0.16
C -3.933473 -1.980701 -4.302376 0.19 -0.14 0.05
O 3.138240 -3.777958 -0.794954 -0.53 1.33 -0.42
H 1.770842 -3.205557 5.059960 -0.32 -0.39 -0.60
H -0.704824 3.871752 -4.135481 -0.24 0.57 0.34
H 3.557600 -5.276166 -2.176998 -0.39 -0.10 -0.05
H -3.048604 -1.025507 4.073834 0.26 -0.04 -0.04
H -4.030052 -3.978253 -1.167466 0.41 0.45 0.40
H -0.120892 7.206157 -0.072245 0.19 -0.02 0.15
H 0.639849 0.118072 4.033774 -0.29 -0.20 0.80
H 2.665489 0.531386 -5.588430 -0.09 -0.20 -0.04
H 1.911094 4.189633 2.896350 -0.83 0.26 -0.22
N -2.520612 -1.680030 -2.348027 0.34 0.05 0.33
N 3.569950 -1.326332 0.361388 -0.16 0.24 -0.24
C 0.000198 -1.859844 4.804362 2.67 -0.72 0.18
H -1.700135 -1.172872 -2.021376 -0.10 0.12 0.15
C -3.207520 0.334804 -3.620734 1.90 -0.61 -0.26
C 0.059117 6.140188 -0.234857 -1.24 0.68 -0.32
O 0.810957 -1.104025 0.814763 0.01 -0.81 0.63
N 2.638737 2.533166 1.949706 -0.05 0.59 -1.10
H -5.012546 -2.005658 1.223996 0.06 0.38 0.23
N -0.261757 -2.252475 3.445080 -0.73 -0.18 -0.32
H 2.564533 -5.750029 -0.698079 -0.22 0.17 -0.30
H -4.671447 -4.084312 3.807179 -0.19 0.05 0.25
H -0.913286 5.655988 -0.073894 0.07 -0.23 -0.09
C 1.956735 0.672300 -4.776015 -0.09 0.32 0.29
H -0.817088 1.502196 -1.529899 0.06 -0.30 -0.62
H 2.386990 2.742607 -2.209901 0.03 0.54 -0.59
H 1.766284 1.180663 7.425983 0.01 -0.01 0.04
C -2.812165 -1.145768 -3.685286 -0.83 -0.52 0.85
H 1.955647 -0.829745 4.542465 -0.01 -0.63 0.05
H 0.309699 6.055182 -1.296856 0.35 -0.42 0.11
C 0.919650 -0.625649 4.836789 -0.15 0.69 -0.29
H 1.013673 -2.701091 6.500764 -0.10 -0.04 0.09
H 0.225591 3.811938 1.085307 -0.23 0.31 -0.35
H -4.823576 -1.930237 -3.669193 -0.02 0.25 0.02
O 0.620377 1.253280 0.472498 0.16 1.07 1.15
O 1.011171 5.719097 0.673322 0.62 -0.07 1.16
O -0.649733 -0.225712 -0.823426 -0.97 -0.69 -0.20
H -4.138750 2.498491 -4.522768 -0.04 -0.48 0.33
H 4.854413 0.447866 -1.342864 -0.05 -0.04 0.26
Cs 0.032935 -3.161742 -1.146062 0.14 0.09 0.25
H 2.731425 -0.776132 0.492438 -0.03 0.14 0.45
O 2.454203 1.772177 -4.042389 0.41 0.42 -0.17
H -2.683031 -0.719554 2.465799 0.20 0.26 0.32
H 0.602170 -2.296672 2.917289 0.19 -0.11 0.10
C -3.259388 2.182374 -5.103645 -0.84 1.07 0.85
H -1.852883 -1.276445 -4.188572 -0.25 0.31 -0.58
C 2.195945 3.939276 1.866959 1.78 0.55 0.69
O -4.499618 -3.918555 0.925595 1.10 0.27 1.11
S -0.114617 -0.002554 0.534222 0.95 -0.55 -1.20
H 3.952604 -3.042317 -2.522026 0.25 -0.03 -0.11
H -3.617449 2.396549 -6.111224 0.78 -0.32 -0.32
H 0.095045 -3.863511 5.583670 0.48 -0.40 -0.36
H -5.620522 -2.584504 3.447597 -0.22 -0.53 -0.22
H 3.314454 -2.230666 0.737753 -0.05 -0.04 -0.04
H -3.670704 -3.039598 -4.305090 0.17 0.04 -0.25
H 0.236203 2.495161 -1.011006 -0.51 0.29 0.00
C 4.072650 -2.906105 -1.442896 -0.82 1.17 -0.20
H -2.681667 -3.013601 2.919649 -0.03 -0.32 -0.27
C 0.329816 2.452763 -2.982806 0.00 0.94 -1.06
H 2.997803 0.203206 6.688851 -0.21 -0.72 -0.40
C 1.806011 2.055154 -2.829110 -1.06 -1.72 0.92
H -4.600525 -2.507364 4.748624 0.75 -0.46 0.20
H -0.763547 -1.522937 2.964722 -0.25 0.24 -0.25
H 3.313431 2.505893 1.185749 0.26 -0.62 0.22
O 0.908065 -0.095884 6.149895 0.35 -0.07 -0.03
H 1.913201 1.908055 1.607140 -0.19 -0.06 0.12
C 1.162109 4.320703 0.807440 -0.25 -0.42 -0.22
O -2.887180 0.852874 -4.897107 -0.99 -0.19 -0.59
H -4.202421 -1.647932 -5.304258 0.05 -0.02 -0.02
H 2.188922 1.482588 5.760964 0.15 -0.06 -0.17
C 5.013550 -0.625582 -1.452359 -0.09 0.46 -1.11
H 4.263312 -5.333816 -0.550707 0.04 -0.87 -0.38
H -5.616089 -3.284914 -0.723465 0.15 0.30 0.13
H -3.429804 -2.222502 0.558551 0.59 0.15 0.43
H 5.900844 -0.913777 -0.890053 -0.28 -0.09 0.37
C 3.453425 4.792952 1.660026 0.11 0.79 -0.52
H 3.851163 4.781046 0.638489 -0.35 -0.37 -0.20
```
Forces are in eV/Å.

Calculated values
Energy relative to the best compared isomer or geometry (same formula, charge and spin)   0.00 kJ/mol
Total charge   0
E_HOMO   -8.141 eV
Strongest force on any atom   2.8 eV Å⁻¹
2S+1   1
Calculated total energy   -2473.35496 a.u.

Atom charges from the Mulliken analysis, given in e for atoms 1 to 5:
1. N -0.71
2. N -0.46
3. H 0.43
4. H -0.35
5. H 0.49

=====

3.
An isolated molecule of C5H10O in a non-equilibrium geometry. Source: the OMol25 dataset; level of theory: ωB97M-V/def2-TZVPD.

XYZ file:
```
16
Properties=species:S:1:pos:R:3:forces:R:3
C -0.246428 -0.321581 -1.650281 -0.38 -0.53 -2.14
H -0.122680 -2.294280 1.754661 1.04 0.53 -0.89
H -0.053176 0.504587 -2.531153 -0.26 -2.25 2.09
H 0.820550 -2.495595 0.156384 -0.52 0.87 1.19
H 0.286568 0.231115 1.722463 0.63 -0.66 -0.99
C 0.012740 0.264178 -0.296886 -0.94 0.56 -0.75
H 0.301044 2.285145 -0.931971 0.05 -0.04 0.48
H 0.443274 -1.244201 -1.734602 -1.18 1.50 -0.50
H -0.994616 2.049657 1.570185 1.90 0.64 -0.65
C 0.381035 -0.386917 0.784717 -0.26 -0.25 2.46
C 0.684861 -1.844333 1.088359 1.04 -1.12 -0.42
H -1.369901 1.890364 -0.636904 0.75 -0.06 0.77
H -1.377008 -0.695831 -1.810989 2.49 0.89 0.52
H 1.702300 -1.972423 1.631169 -1.73 0.44 -0.64
O -0.136826 2.285212 1.090669 -2.49 -0.29 0.34
C -0.331738 1.744903 -0.205821 -0.14 -0.24 -0.87
```
Forces are in eV/Å.

Calculated values
Energy relative to the best compared isomer or geometry (same formula, charge and spin)   173.08 kJ/mol
Total charge   0
E_HOMO   -9.012 eV
Strongest force on any atom   3.1 eV Å⁻¹
2S+1   1
Calculated total energy   -271.68669 a.u.

Atom charges from the Mulliken analysis, given in e for atoms 1 to 5:
1. C -1.16
2. H 0.24
3. H 0.27
4. H 0.28
5. H 0.26